Record 1
Below is a structure of composition C23H23Cl2MnN4O4 at a distorted geometry, with properties calculated with the ωB97M-V functional and the def2-TZVPD basis.

Geometry (Å):
H (1.6549, -1.1068, 2.3367)
O (1.8616, 1.7903, 2.8413)
C (-2.3714, 1.9683, 0.8892)
C (-0.8684, 2.5638, 3.0689)
C (2.6755, 0.6614, 0.3178)
H (-2.3798, -0.6957, 2.9555)
H (-3.8319, -1.3939, 2.2374)
C (-2.3421, -0.4368, -2.2894)
C (-2.9662, 2.6214, 1.9575)
C (-0.7381, -2.1068, -3.7060)
C (-2.0716, -2.0216, -4.0610)
C (3.9157, -0.5734, -1.3849)
C (-0.5097, 2.7640, -2.1781)
H (-0.3923, -2.5430, 2.5838)
C (1.1911, -1.3759, -2.2895)
C (-0.2716, -1.3496, -2.6393)
H (-1.0177, 3.4374, -1.4674)
H (0.1251, 3.3692, -2.8405)
H (-2.4698, -2.5963, -4.8811)
H (-2.6403, 3.4214, 3.9289)
H (-3.9298, -1.0552, -3.5849)
H (-0.0382, -2.7311, -4.2418)
H (3.9447, -1.2366, -2.2356)
C (5.0705, 0.7641, 0.2815)
H (-2.9671, 0.2447, -1.7237)
Cl (6.5367, 1.3520, 0.9322)
N (-1.0921, 1.5901, 0.8804)
C (0.0433, -2.3390, 1.5999)
H (-0.0851, -3.2205, 0.9569)
N (1.4019, 0.9558, 0.7346)
H (3.8515, 1.7671, 1.7319)
H (-1.2850, 2.2747, -2.7930)
H (-0.1988, 2.7743, 3.8888)
C (-2.0918, -1.5394, 0.9831)
Mn (0.0132, 0.4334, -0.4309)
N (1.4340, -0.5349, -1.2503)
C (1.5160, -2.0245, 1.7705)
O (1.9856, -2.0792, -2.8813)
H (-2.5464, -0.7623, 0.3650)
H (-2.5993, -2.4546, 2.9005)
H (-4.0096, 2.8862, 1.9078)
C (-2.8857, -1.1634, -3.3367)
C (1.1105, 1.5605, 1.9136)
H (-2.2522, -2.5113, 0.4948)
H (-2.9521, 1.7394, 0.0062)
C (3.8673, 1.1259, 0.8648)
C (-0.3514, 1.9084, 1.9592)
H (1.9822, -2.8373, 2.3198)
N (-1.0619, -0.5278, -1.9201)
C (2.6972, -0.1960, -0.8271)
Cl (6.5944, -0.5285, -1.5338)
O (-0.6877, -1.2502, 1.0063)
C (5.0950, -0.0872, -0.8426)
H (2.0174, -1.9411, 0.8106)
C (-2.2050, 2.9220, 3.0779)
C (-2.7583, -1.5246, 2.3607)
O (0.2828, 1.8514, -1.5278)

Atoms 1-3, force components in eV/Å:
H 0.067 0.003 0.088
O -0.370 -0.036 -0.454
C -0.253 -0.062 -0.033

## Properties
Energy relative to the best compared isomer or geometry (same formula, charge and spin), kcal per mole: 7.40
Multiplicity: 2
Net charge: +1
E_LUMO (spin up / spin down), eV: -5.296 / -5.417

=====

Record 2
Below is a structure of composition C12H16AuN3O6PS2Te, with properties calculated with the ωB97M-V functional and the def2-TZVPD basis.

Geometry (Å):
C (-3.9749, 0.7918, 3.8691)
H (-3.6476, 2.4600, 2.5692)
O (-1.6827, -1.3230, -0.5165)
H (-3.2220, -2.3965, 3.0703)
C (2.0934, -1.8113, 2.1820)
H (-4.2207, -1.0822, 4.9021)
S (-1.9734, -1.9287, 0.7690)
O (-0.7539, -2.1302, 1.5770)
C (0.1877, 0.0386, 3.2326)
H (-4.4020, 1.3975, 4.6587)
N (2.7409, -1.5841, 3.4741)
H (1.6576, 2.0089, 4.1901)
O (-1.0777, 1.6975, 0.1304)
H (1.4005, -2.6480, 2.2533)
C (2.1335, 1.0365, 4.3271)
C (3.7126, -0.4948, 3.4319)
H (-0.5925, -0.7085, 3.3485)
H (-0.2876, 1.0179, 3.1435)
H (4.2699, -0.5047, 4.3719)
O (-3.0437, 2.9927, 0.5413)
Te (2.4427, -0.5957, -1.6319)
N (3.1205, 0.8305, 3.2694)
O (-2.8289, -3.0890, 0.7317)
C (-3.5428, 1.3933, 2.7011)
C (1.7537, -1.2988, 4.5162)
C (2.4744, 0.9427, 1.9573)
C (-3.8721, -0.5845, 4.0056)
H (0.9928, -2.0803, 4.5133)
H (2.6564, 1.0351, 5.2871)
P (1.1433, -0.3160, 1.6997)
O (-3.1882, 1.0479, -0.9433)
C (-3.3139, -1.3220, 2.9792)
S (-2.5783, 1.6692, 0.1965)
C (-2.9830, 0.6600, 1.6521)
H (3.2095, 0.8454, 1.1558)
Au (0.4144, 0.1866, -0.4102)
H (4.4080, -0.6740, 2.6099)
N (1.1017, 0.0028, 4.3794)
C (-2.8493, -0.7248, 1.8059)
H (2.2703, -1.3113, 5.4795)
H (2.8245, -2.0314, 1.4028)
H (2.0227, 1.9337, 1.8592)

Atoms 1-3, force components in eV/Å:
C 0.020 -0.060 -0.013
H 0.017 -0.003 -0.029
O 0.044 0.033 -0.037

## Properties
Energy relative to the best compared isomer or geometry (same formula, charge and spin), kcal per mole: 30.81
Net charge: -1
E_LUMO (spin up / spin down), eV: 0.487 / 0.489

=====

Record 3
Below is the molecule C21H26N4O4S2 at a distorted geometry, with properties calculated with the ωB97M-V functional and the def2-TZVPD basis.

Geometry (Å):
H (-2.2296, -3.2185, 1.5988)
C (0.5210, 2.2900, 0.9775)
H (-0.9426, -6.2522, -0.2160)
H (0.0859, 5.3738, -2.8610)
C (2.2210, 0.7867, 0.1460)
C (-2.5313, 1.3626, -0.5464)
H (1.5076, -5.9581, -0.1544)
C (0.2801, 2.8384, -2.6015)
N (0.3749, -2.6646, 1.8740)
H (-2.0468, 3.3271, -1.2596)
H (-3.4303, 1.6638, -0.0337)
N (0.7962, 3.8267, -1.6659)
H (1.8117, 5.5011, -2.4455)
H (0.0804, 3.2742, 0.9800)
H (0.5507, -3.3990, 2.5423)
C (0.6390, -3.9889, -0.1648)
O (2.7247, 4.4060, -0.1537)
S (-0.1947, -1.3084, 2.6340)
H (1.4016, -5.2133, 1.4386)
C (-1.6124, -3.8454, 0.9546)
C (-0.6075, 1.8587, -1.8818)
C (-2.1127, 0.0410, -0.5209)
H (-0.8814, 1.4017, 2.3533)
C (-1.7643, 2.2854, -1.2360)
C (0.8738, -5.3474, 0.4920)
H (0.1857, -4.1348, -1.1464)
C (0.5780, 0.0077, 1.6876)
C (-0.0070, 1.2599, 1.7388)
C (0.4815, 6.1233, -0.8678)
C (-0.3011, -3.1076, 0.6640)
N (-1.7975, 5.4301, 0.1228)
H (-0.2720, -7.0226, 1.2240)
H (-2.1393, -3.9903, 0.0096)
H (-0.5176, -2.1914, 0.1045)
H (-0.2975, 3.3499, -3.3762)
C (-1.3659, -5.2018, 1.6107)
C (1.7012, -0.2368, 0.9232)
C (-0.2997, 0.5053, -1.8104)
N (-1.0241, -0.3786, -1.1465)
O (-1.6161, -1.1443, 2.4955)
C (1.6124, 2.0270, 0.1706)
C (-0.7872, 5.7519, -0.3058)
H (2.1383, -1.2217, 0.9251)
H (-2.3200, -5.7104, 1.7620)
H (1.1168, 2.3148, -3.0796)
H (-2.6588, -0.7128, 0.0281)
C (0.8210, 5.2232, -2.0662)
O (0.3553, -1.3228, 3.9575)
H (1.2554, 6.0007, -0.1058)
H (-0.9117, -5.0632, 2.5952)
H (0.4474, 7.1688, -1.1840)
S (2.2196, 3.3066, -0.9220)
O (3.0990, 2.7098, -1.8875)
H (0.5767, 0.1106, -2.3097)
C (-0.4520, -6.0601, 0.7408)
H (3.0747, 0.6405, -0.4970)
H (1.5892, -3.4720, -0.3052)

Atoms 1-3, force components in eV/Å:
H -0.073 -0.037 -0.119
C -0.012 -0.072 0.260
H -0.035 -0.059 -0.062

## Properties
Energy relative to the best compared isomer or geometry (same formula, charge and spin), kcal per mole: 45.26
Structure (SMILES): N#CCCN(Cc1cccnc1)S(=O)(=O)c1ccc(S(=O)(=O)NC2CCCCC2)cc1
Net charge: 0
E_LUMO, eV: -0.033

=====

Record 4
Below is a structure of composition C14H28CdN6O6 at a distorted geometry, with properties calculated with the ωB97M-V functional and the def2-TZVPD basis.

Geometry (Å):
C (0.4066, 2.9119, 0.6221)
C (-1.8573, -3.9682, -0.8681)
H (4.0882, -2.2918, -1.3186)
C (0.8777, -0.0418, 2.9547)
H (-0.6180, 0.0038, -4.8313)
O (-0.8994, -2.3158, -2.5838)
H (-3.1222, 2.3024, 0.5123)
C (1.6094, -0.5822, 1.7923)
H (-2.1136, -3.4540, 2.2708)
H (-2.3632, 0.6142, -2.6252)
H (2.1034, -0.8657, -1.2740)
H (2.5311, 3.7640, -1.7916)
O (-1.2228, -0.2329, -4.1145)
N (1.1876, -0.4401, 0.5289)
O (-3.6778, 2.3988, -0.2913)
H (2.5349, 4.4033, -0.1272)
C (0.5998, 3.9427, 1.6749)
H (4.4386, -3.1654, 0.1882)
C (-2.2591, -1.9593, 0.7396)
H (0.2073, 0.7861, 2.6857)
H (-4.3348, 1.6867, -0.2486)
N (1.1502, 1.5285, -1.1402)
H (-1.8061, -4.5970, 0.0249)
H (-2.2673, 1.5478, -4.1352)
H (0.2690, -0.8190, 3.4457)
N (2.1326, -0.9909, -0.2643)
C (2.5414, 3.4907, -0.7268)
H (-1.0264, -4.1817, -1.5481)
H (-2.7925, -4.1823, -1.4055)
C (-1.6892, 0.9449, -3.4258)
H (5.1930, -1.5927, -0.1134)
C (4.2734, -2.1739, -0.2463)
O (2.0101, 1.1141, -1.9640)
C (2.8501, -1.2615, 1.7724)
C (-1.7967, -2.5292, -0.5141)
C (1.3488, 2.6560, -0.4231)
H (1.6051, 0.3383, 3.6892)
H (-0.9194, -1.5479, -3.2430)
C (3.1472, -1.5119, 0.4287)
N (-2.0798, -0.6466, 0.8706)
H (0.8897, 3.5031, 2.6460)
Cd (-0.6587, 0.2844, -0.6758)
N (-0.6883, 2.1200, 0.6809)
H (3.4677, 2.9328, -0.5241)
O (-2.2968, -0.1179, 2.1090)
C (-2.8730, -2.8103, 1.8024)
H (-3.3235, -2.1711, 2.5691)
H (-1.9926, 0.8723, 1.9830)
H (-3.6346, -3.4717, 1.3682)
O (-1.5002, 2.3066, 1.6904)
H (1.3838, 4.6424, 1.3729)
H (-0.8575, 1.5519, -3.0398)
N (-1.2779, -1.6985, -1.4089)
H (-0.3407, 4.4907, 1.8185)
H (3.4423, -1.5170, 2.6311)

Atoms 1-3, force components in eV/Å:
C -3.100 -1.849 0.607
C -0.092 -0.381 0.231
H 0.027 0.047 0.181

## Properties
Energy relative to the best compared isomer or geometry (same formula, charge and spin), kcal per mole: 0.00
Net charge: 0
E_LUMO, eV: -0.667

=====

Question: Among the records above, which one has the lowest net charge?
Answer: C12H16AuN3O6PS2Te

=====

What did the fourth record say?
Below is a structure of composition C14H28CdN6O6 at a distorted geometry, with properties calculated with the ωB97M-V functional and the def2-TZVPD basis.

Geometry (Å):
C (0.4066, 2.9119, 0.6221)
C (-1.8573, -3.9682, -0.8681)
H (4.0882, -2.2918, -1.3186)
C (0.8777, -0.0418, 2.9547)
H (-0.6180, 0.0038, -4.8313)
O (-0.8994, -2.3158, -2.5838)
H (-3.1222, 2.3024, 0.5123)
C (1.6094, -0.5822, 1.7923)
H (-2.1136, -3.4540, 2.2708)
H (-2.3632, 0.6142, -2.6252)
H (2.1034, -0.8657, -1.2740)
H (2.5311, 3.7640, -1.7916)
O (-1.2228, -0.2329, -4.1145)
N (1.1876, -0.4401, 0.5289)
O (-3.6778, 2.3988, -0.2913)
H (2.5349, 4.4033, -0.1272)
C (0.5998, 3.9427, 1.6749)
H (4.4386, -3.1654, 0.1882)
C (-2.2591, -1.9593, 0.7396)
H (0.2073, 0.7861, 2.6857)
H (-4.3348, 1.6867, -0.2486)
N (1.1502, 1.5285, -1.1402)
H (-1.8061, -4.5970, 0.0249)
H (-2.2673, 1.5478, -4.1352)
H (0.2690, -0.8190, 3.4457)
N (2.1326, -0.9909, -0.2643)
C (2.5414, 3.4907, -0.7268)
H (-1.0264, -4.1817, -1.5481)
H (-2.7925, -4.1823, -1.4055)
C (-1.6892, 0.9449, -3.4258)
H (5.1930, -1.5927, -0.1134)
C (4.2734, -2.1739, -0.2463)
O (2.0101, 1.1141, -1.9640)
C (2.8501, -1.2615, 1.7724)
C (-1.7967, -2.5292, -0.5141)
C (1.3488, 2.6560, -0.4231)
H (1.6051, 0.3383, 3.6892)
H (-0.9194, -1.5479, -3.2430)
C (3.1472, -1.5119, 0.4287)
N (-2.0798, -0.6466, 0.8706)
H (0.8897, 3.5031, 2.6460)
Cd (-0.6587, 0.2844, -0.6758)
N (-0.6883, 2.1200, 0.6809)
H (3.4677, 2.9328, -0.5241)
O (-2.2968, -0.1179, 2.1090)
C (-2.8730, -2.8103, 1.8024)
H (-3.3235, -2.1711, 2.5691)
H (-1.9926, 0.8723, 1.9830)
H (-3.6346, -3.4717, 1.3682)
O (-1.5002, 2.3066, 1.6904)
H (1.3838, 4.6424, 1.3729)
H (-0.8575, 1.5519, -3.0398)
N (-1.2779, -1.6985, -1.4089)
H (-0.3407, 4.4907, 1.8185)
H (3.4423, -1.5170, 2.6311)

Atoms 1-3, force components in eV/Å:
C -3.100 -1.849 0.607
C -0.092 -0.381 0.231
H 0.027 0.047 0.181

## Properties
Energy relative to the best compared isomer or geometry (same formula, charge and spin), kcal per mole: 0.00
Net charge: 0
E_LUMO, eV: -0.667

=====

Question: Which of these has the lowest net charge?
Answer: C12H16AuN3O6PS2Te